Density functional theory data (the ωB97M-V functional and the def2-TZVPD basis) for a molecular structure, C10H8O2 at a distorted geometry.

Calculated values
Max |F|: 8.50 eV Å⁻¹
LUMO: -0.07 eV
Relative energy (zero: lowest compared OMol25 entry of this formula, charge and spin): 98.6 kcal per mole

Atoms and positions in Å:
C -1.929 0.526 1.198
C -0.916 -0.096 1.946
C 0.239 -0.727 1.340
C 0.508 -0.364 0.026
C 1.795 -0.562 -0.442
C 2.056 -0.294 -1.739
C 1.227 0.393 -2.470
C -0.129 0.561 -2.021
C -0.482 0.342 -0.714
C -1.786 0.621 -0.167
H -2.856 1.437 2.911
H -1.333 -0.275 3.028
H 0.799 -1.578 1.904
H 2.634 -0.847 1.425
H 2.976 -0.519 -2.185
H 1.287 0.441 -3.577
H -0.995 1.019 -2.408
H -2.610 1.245 -0.745
O -3.080 0.860 1.787
O 2.655 -1.275 0.450

Okay, here come the Mulliken numbers, in e, for every atom: C 0.74; C -0.55; C -0.54; C 0.45; C 0.29; C -0.41; C -0.76; C -0.49; C 0.66; C -0.90; H 0.40; H 0.17; H 0.48; H 0.42; H 0.42; H 0.31; H 0.41; H 0.18; O -0.64; O -0.65